Entry from OMol25: a cluster of 2 separate species, C18H37N2OP2 in total at a distorted geometry (ωB97M-V/def2-TZVPD).

Geometry as ORCA input:
```
! wB97M-V def2-TZVPD RIJCOSX def2/J DEFGRID3
* xyz 0 2
C 0.48 -4.62 0.83
C 0.66 -3.17 1.35
P 1.19 -2.04 -0.03
C 2.63 -1.06 0.59
C -0.25 -0.86 -0.30
P -1.05 -0.33 1.31
C 0.17 0.04 2.63
C 1.16 1.24 2.53
C -2.07 1.19 1.04
C -1.50 2.54 1.47
C 0.33 0.29 -1.16
C -0.55 0.84 -2.31
C -0.53 2.39 -2.24
C 0.05 0.41 -3.66
N -1.98 0.44 -2.19
O -2.71 0.94 -3.12
C -2.30 -1.00 -1.95
C -3.70 -1.02 -1.28
C -2.42 -1.79 -3.26
C -1.30 -1.72 -1.02
H 1.10 -5.33 1.37
H -0.55 -4.93 0.96
H 0.69 -4.69 -0.24
H 1.45 -3.17 2.11
H -0.27 -2.82 1.78
H 2.47 0.01 0.43
H 2.82 -1.24 1.64
H 3.51 -1.33 0.01
H -0.45 0.20 3.51
H 0.74 -0.87 2.84
H 2.16 0.94 2.83
H 0.85 2.01 3.23
H 1.17 1.68 1.54
H -2.99 1.02 1.60
H -2.37 1.27 -0.01
H -1.34 2.59 2.55
H -0.53 2.73 1.01
H -2.14 3.37 1.17
H 0.63 1.09 -0.49
H 1.25 -0.07 -1.63
H -1.48 2.80 -2.59
H 0.25 2.81 -2.86
H -0.38 2.74 -1.22
H -0.61 0.64 -4.49
H 0.34 -0.64 -3.67
H 0.97 0.99 -3.80
H -4.34 -0.26 -1.70
H -3.58 -0.87 -0.21
H -4.13 -2.01 -1.43
H -2.61 -2.82 -2.97
H -3.27 -1.47 -3.85
H -1.50 -1.80 -3.85
H -0.76 -2.47 -1.61
H -1.88 -2.26 -0.28
C 4.80 3.61 3.50
C 4.67 2.50 2.56
N 4.56 1.63 1.83
H 5.75 4.12 3.33
H 3.98 4.32 3.34
H 4.76 3.24 4.52
*
```

Output
- E_HOMO (alpha / beta) (eV) = -7.448 / -7.448
- <S²> = 0.754
- electronic energy (a.u.) = -1575.3829

=====

Entry from OMol25: a cluster of 2 separate species, C2H2Cl2O2S in total at a distorted geometry (ωB97M-V/def2-TZVPD).

Geometry as ORCA input:
```
! wB97M-V def2-TZVPD RIJCOSX def2/J DEFGRID3
* xyz 0 1
C 1.25 0.36 -1.03
C -1.65 -0.06 0.30
O 3.64 0.14 -0.23
O -1.40 -0.01 1.61
S 2.23 -0.02 0.18
Cl -2.37 1.34 -0.34
Cl -2.06 -1.56 -0.42
H 1.50 0.69 -2.03
H -1.15 -0.88 1.96
*
```

Output
- E_HOMO (alpha / beta) (eV) = -9.991 / -8.016
- relative energy (zero: lowest compared OMol25 entry of this formula, charge and spin) (kJ/mol) = 505.3
- electronic energy (a.u.) = -1546.2614

=====

Entry from OMol25: a cluster of 16 separate species, C48H112N16O16 in total at a distorted geometry (ωB97M-V/def2-TZVPD).

Geometry as ORCA input:
```
! wB97M-V def2-TZVPD RIJCOSX def2/J DEFGRID3
* xyz 0 1
C -5.95 -6.44 13.96
C -6.83 -7.15 12.88
O -8.02 -7.08 12.89
N -6.10 -7.74 11.94
C -6.64 -8.52 10.86
H -6.54 -5.57 14.27
H -4.93 -6.27 13.63
H -5.82 -7.11 14.82
H -5.10 -7.68 12.06
H -6.00 -9.36 10.57
H -6.95 -7.86 10.06
H -7.57 -9.04 11.12
C 10.61 -11.02 16.90
C 9.16 -10.75 16.52
O 8.86 -9.82 15.82
N 8.26 -11.67 16.84
C 6.88 -11.75 16.47
H 10.97 -10.13 17.42
H 11.22 -11.19 16.01
H 10.81 -11.87 17.56
H 8.65 -12.53 17.19
H 6.75 -12.36 15.58
H 6.44 -10.77 16.25
H 6.36 -12.34 17.23
C -9.74 -15.93 10.57
C -9.29 -15.10 11.81
O -8.18 -15.31 12.31
N -10.14 -14.23 12.38
C -9.88 -13.54 13.65
H -10.07 -15.29 9.75
H -10.60 -16.54 10.82
H -8.93 -16.62 10.30
H -11.03 -14.10 11.94
H -9.27 -12.64 13.52
H -9.30 -14.17 14.33
H -10.83 -13.24 14.10
C -15.00 -7.06 21.43
C -13.48 -7.21 21.25
O -12.73 -7.26 22.22
N -13.01 -7.42 20.00
C -11.62 -7.74 19.65
H -15.38 -8.01 21.81
H -15.54 -6.89 20.50
H -15.12 -6.34 22.24
H -13.71 -7.42 19.28
H -10.91 -7.40 20.41
H -11.27 -7.17 18.79
H -11.52 -8.82 19.49
C -5.01 -16.48 26.71
C -4.58 -16.25 25.30
O -5.23 -16.69 24.41
N -3.31 -15.72 25.05
C -2.74 -15.57 23.72
H -4.66 -17.45 27.07
H -6.10 -16.57 26.65
H -4.81 -15.61 27.34
H -2.75 -15.35 25.81
H -1.90 -16.25 23.58
H -2.44 -14.53 23.63
H -3.49 -15.79 22.96
C -7.61 -23.93 18.59
C -7.96 -22.46 18.47
O -9.13 -22.17 18.28
N -6.99 -21.52 18.61
C -7.18 -20.04 18.68
H -6.69 -24.05 19.16
H -7.50 -24.39 17.60
H -8.34 -24.41 19.23
H -6.09 -21.81 18.97
H -7.14 -19.65 17.66
H -6.44 -19.52 19.28
H -8.15 -19.77 19.08
C 1.02 -19.41 17.51
C 1.11 -17.84 17.63
O 1.88 -17.31 18.36
N 0.13 -17.07 17.13
C -0.71 -17.48 16.01
H 1.57 -19.85 16.68
H -0.04 -19.61 17.36
H 1.25 -19.88 18.47
H 0.25 -16.07 17.26
H -0.30 -18.02 15.17
H -1.26 -16.65 15.57
H -1.48 -18.13 16.44
C -3.20 -3.43 20.01
C -4.12 -3.78 21.20
O -4.47 -4.98 21.31
N -4.47 -2.85 22.10
C -5.33 -3.21 23.19
H -2.27 -3.10 20.49
H -3.58 -2.54 19.51
H -2.97 -4.23 19.31
H -4.00 -1.96 22.01
H -5.29 -2.36 23.87
H -4.95 -4.11 23.67
H -6.39 -3.32 22.96
C 2.14 -5.96 13.21
C 1.93 -5.62 11.76
O 0.81 -5.71 11.20
N 2.99 -4.98 11.20
C 4.29 -4.73 11.79
H 2.33 -4.99 13.67
H 3.06 -6.55 13.30
H 1.33 -6.54 13.65
H 2.64 -4.50 10.38
H 4.92 -4.19 11.08
H 4.81 -5.66 11.99
H 4.30 -4.25 12.77
C -7.20 -10.31 24.47
C -7.63 -10.15 25.89
O -6.94 -10.63 26.82
N -8.69 -9.40 26.13
C -9.17 -9.32 27.47
H -7.16 -11.39 24.32
H -6.21 -9.90 24.27
H -8.00 -9.95 23.82
H -9.21 -8.87 25.45
H -10.12 -8.79 27.42
H -8.52 -8.79 28.16
H -9.40 -10.26 27.98
C 6.00 -3.45 18.01
C 5.67 -2.07 17.56
O 4.47 -1.69 17.49
N 6.66 -1.34 17.10
C 6.59 -0.03 16.58
H 7.08 -3.55 18.12
H 5.80 -4.14 17.19
H 5.54 -3.78 18.94
H 7.57 -1.68 17.39
H 5.82 0.19 15.84
H 7.56 0.36 16.27
H 6.33 0.65 17.40
C 7.86 -14.12 22.32
C 9.25 -14.04 22.96
O 9.37 -13.49 24.06
N 10.26 -14.55 22.25
C 11.63 -14.51 22.64
H 7.65 -13.11 21.99
H 7.04 -14.35 22.99
H 7.79 -14.72 21.41
H 10.19 -14.91 21.31
H 11.93 -13.57 23.09
H 12.33 -14.84 21.87
H 11.76 -15.27 23.41
C -0.08 -9.58 19.80
C -1.04 -10.42 18.96
O -0.66 -11.18 18.12
N -2.37 -10.32 19.22
C -3.40 -11.14 18.62
H 0.47 -10.09 20.58
H -0.64 -8.81 20.33
H 0.55 -8.97 19.15
H -2.72 -9.72 19.96
H -4.35 -10.60 18.64
H -3.55 -12.07 19.17
H -3.01 -11.39 17.63
C -12.63 -13.39 21.64
C -11.25 -14.00 21.90
O -10.34 -13.91 21.07
N -10.98 -14.54 23.07
C -11.80 -14.47 24.30
H -12.81 -12.54 22.30
H -13.41 -14.08 21.98
H -12.88 -13.12 20.61
H -10.02 -14.82 23.21
H -12.66 -15.10 24.12
H -12.17 -13.46 24.51
H -11.28 -14.91 25.16
C -2.63 -16.09 9.18
C -2.04 -14.73 9.54
O -1.08 -14.32 8.96
N -2.57 -14.08 10.57
C -2.16 -12.72 10.92
H -2.73 -16.60 10.14
H -1.98 -16.63 8.50
H -3.64 -15.99 8.77
H -3.40 -14.44 11.02
H -1.14 -12.75 11.31
H -2.85 -12.37 11.68
H -2.20 -11.98 10.12
C 1.60 -8.96 27.00
C 0.23 -9.61 26.97
O 0.19 -10.77 26.71
N -0.93 -8.94 27.20
C -1.03 -7.49 27.30
H 2.07 -8.97 27.98
H 1.65 -7.96 26.57
H 2.27 -9.50 26.34
H -1.77 -9.49 27.31
H -1.85 -7.32 27.99
H -1.32 -7.07 26.34
H -0.17 -6.95 27.69
*
```

Output
- E_HOMO (eV) = -9.213
- relative energy (zero: lowest compared OMol25 entry of this formula, charge and spin) (kJ/mol) = 633.3
- electronic energy (a.u.) = -3976.1377

=====

Entry from OMol25: a structure of composition C12H13BeBrO at a distorted geometry (ωB97M-V/def2-TZVPD).

Geometry as ORCA input:
```
! wB97M-V def2-TZVPD RIJCOSX def2/J DEFGRID3
* xyz -2 1
C -1.10 -0.95 -1.95
C -1.09 -1.94 -0.93
C -1.75 -1.39 0.23
H -0.75 -2.96 -1.04
C -2.15 -0.03 -0.11
C -1.75 0.19 -1.46
H -2.00 1.10 -2.02
H -0.72 -1.11 -2.95
H -2.13 -1.92 1.08
H -2.90 0.52 0.43
Be -0.18 -0.60 0.48
Br 1.00 -2.02 1.31
C 2.02 0.93 0.29
C 1.25 1.72 -0.61
C 1.15 1.00 -1.85
H 0.92 2.73 -0.46
C 1.85 -0.21 -1.72
C 2.43 -0.25 -0.42
H 3.15 -1.00 -0.07
H 2.39 1.24 1.23
H 0.64 1.39 -2.73
H 1.95 -0.99 -2.46
C -0.27 0.49 3.01
C -0.45 1.01 1.60
O -0.82 2.08 1.20
H 0.77 0.20 3.10
H -0.85 -0.43 3.06
H -0.59 1.22 3.75
*
```

Output
- E_HOMO (eV) = 1.147
- electronic energy (a.u.) = -3128.9602

=====

Entry from OMol25: the molecule C4H4O3 (ωB97M-V/def2-TZVPD).

Geometry as ORCA input:
```
! wB97M-V def2-TZVPD RIJCOSX def2/J DEFGRID3
* xyz 0 1
O 1.29 -1.62 1.33
C 0.26 -1.04 1.10
C 0.15 -0.02 -0.02
C -0.30 -0.58 -1.35
O -1.09 -1.48 -1.45
C -0.12 1.40 0.25
O 1.18 0.94 -0.09
H -0.66 -1.24 1.68
H 0.17 -0.08 -2.22
H -0.61 2.01 -0.51
H -0.26 1.72 1.28
*
```

Output
- E_HOMO (eV) = -10.187
- relative energy (zero: lowest compared OMol25 entry of this formula, charge and spin) (kJ/mol) = 231.3
- SMILES = O=CC1(C=O)CO1
- electronic energy (a.u.) = -380.4589

=====

Entry from OMol25: the ion C6H11N with charge +1 at a distorted geometry (ωB97M-V/def2-TZVPD).

Geometry as ORCA input:
```
! wB97M-V def2-TZVPD RIJCOSX def2/J DEFGRID3
* xyz 1 2
C 0.47 -1.47 1.59
N 1.14 1.21 0.67
C 0.08 0.59 0.08
C -0.15 -0.75 0.46
C -0.83 -1.65 -0.59
C -0.32 2.41 -1.53
C -0.43 1.12 -1.16
H 1.54 -1.45 1.32
H 0.20 -2.52 1.67
H 0.43 -1.04 2.60
H 1.46 2.13 0.41
H 1.49 0.69 1.45
H -0.82 -2.63 -0.11
H -1.89 -1.43 -0.68
H -0.36 -1.80 -1.57
H -0.82 2.90 -2.35
H 0.16 3.08 -0.83
H -1.34 0.60 -1.43
*
```

Output
- E_HOMO (alpha / beta) (eV) = -13.406 / -14.675
- relative energy (zero: lowest compared OMol25 entry of this formula, charge and spin) (kJ/mol) = 68.5
- <S²> = 0.760
- electronic energy (a.u.) = -289.6425

=====

Entry from OMol25: a cluster of 2 separate species, C3H3FO2 in total at a distorted geometry (ωB97M-V/def2-TZVPD).

Geometry as ORCA input:
```
! wB97M-V def2-TZVPD RIJCOSX def2/J DEFGRID3
* xyz 0 1
O -1.47 -0.69 -0.61
C -1.50 0.18 0.15
O -1.58 1.42 0.02
F -1.28 -0.10 1.52
H -1.23 1.88 0.83
C 1.38 -0.71 -0.03
C 2.12 -0.61 -0.96
H 0.71 -0.75 0.83
H 2.88 -0.61 -1.74
*
```

Output
- E_HOMO (eV) = -10.642
- relative energy (zero: lowest compared OMol25 entry of this formula, charge and spin) (kJ/mol) = 171.4
- SMILES = O=C(O)F.C#C
- electronic energy (a.u.) = -366.3828

=====

Entry from OMol25: the molecule C6H9ClO at a distorted geometry (ωB97M-V/def2-TZVPD).

Geometry as ORCA input:
```
! wB97M-V def2-TZVPD RIJCOSX def2/J DEFGRID3
* xyz 0 1
C 2.33 -0.89 -0.25
C 1.13 -0.08 0.10
C 1.35 1.42 0.05
O 2.46 1.93 -0.14
C -0.08 -0.59 0.33
C -1.37 0.15 0.60
C -2.37 -0.05 -0.48
Cl -3.92 0.66 -0.08
H 2.71 -0.59 -1.24
H 2.21 -1.96 -0.24
H 3.06 -0.72 0.54
H 0.44 2.08 0.22
H -0.24 -1.66 0.31
H -1.23 1.17 0.91
H -1.89 -0.28 1.49
H -2.05 0.52 -1.36
H -2.52 -1.10 -0.76
*
```

Output
- E_HOMO (eV) = -10.008
- relative energy (zero: lowest compared OMol25 entry of this formula, charge and spin) (kJ/mol) = 64.1
- SMILES = C/C(C=O)=C/CCCl
- electronic energy (a.u.) = -769.4201

=====

Entry from OMol25: the molecule C3H8O at a distorted geometry (ωB97M-V/def2-TZVPD).

Geometry as ORCA input:
```
! wB97M-V def2-TZVPD RIJCOSX def2/J DEFGRID3
* xyz 0 1
C -1.06 -0.59 0.52
C -0.09 0.25 -0.29
C 1.37 -0.12 -0.05
O -0.31 1.64 -0.09
H -2.08 -0.24 0.33
H -0.98 -1.63 0.19
H -0.89 -0.56 1.61
H -0.38 0.07 -1.35
H 1.56 -1.15 -0.39
H 2.03 0.57 -0.59
H 1.64 -0.07 1.02
H -0.80 1.81 -0.91
*
```

Output
- E_HOMO (eV) = -10.275
- relative energy (zero: lowest compared OMol25 entry of this formula, charge and spin) (kJ/mol) = 22.9
- SMILES = CC(C)O
- electronic energy (a.u.) = -194.3272

=====

Entry from OMol25: a cluster of 9 separate species, C24H60ClN20O13P in total at a distorted geometry (ωB97M-V/def2-TZVPD).

Geometry as ORCA input:
```
! wB97M-V def2-TZVPD RIJCOSX def2/J DEFGRID3
* xyz 0 1
C 1.61 4.44 1.17
C 2.67 3.58 2.08
C 1.95 2.45 3.06
C 2.38 0.94 2.61
C 1.20 0.02 1.96
C 0.17 0.77 0.95
N 0.68 1.03 -0.45
N 1.90 1.66 -0.59
C 2.94 0.79 -0.79
O 3.72 -0.32 -0.87
C -0.04 0.77 -1.63
N 0.59 1.16 -2.93
C 0.40 2.59 -3.33
O -0.75 3.26 -3.48
O 1.65 3.39 -3.54
C 0.47 0.16 -4.03
Cl 0.79 1.06 -5.66
C 1.72 -0.95 -3.92
C 3.21 -0.22 -4.04
N -1.40 0.13 -1.56
C -2.45 0.74 -2.43
C -3.22 2.07 -1.76
O -2.60 2.98 -1.00
O -4.69 2.19 -2.03
P -1.40 -1.63 -1.50
C -2.02 -2.47 -3.10
C -2.73 -2.07 -0.15
H 1.75 5.59 1.38
H 0.50 4.07 1.26
H 1.92 4.29 0.03
H 3.26 4.38 2.74
H 3.47 3.12 1.35
H 2.42 2.64 4.14
H 0.79 2.62 3.18
H 3.36 1.03 1.95
H 2.73 0.38 3.61
H 1.72 -0.89 1.40
H 0.60 -0.47 2.86
H -0.17 1.84 1.37
H -0.84 0.13 0.99
H -0.57 -0.36 -4.17
H 1.62 -1.61 -4.91
H 1.60 -1.61 -2.96
H 3.24 0.86 -3.57
H 4.03 -0.94 -3.60
H 3.50 -0.07 -5.19
H -3.32 -0.06 -2.56
H -2.12 1.04 -3.52
H -5.19 1.60 -1.38
H -1.08 -3.01 -3.59
H -2.38 -1.66 -3.86
H -2.81 -3.33 -2.90
H -2.38 -2.93 0.57
H -3.66 -2.49 -0.74
H -3.12 -1.11 0.42
C 6.54 -2.30 0.43
O 6.36 -1.78 1.52
N 7.57 -3.12 0.17
N 5.71 -2.09 -0.61
H 7.72 -3.55 -0.72
H 8.21 -3.31 0.93
H 4.92 -1.48 -0.47
H 5.85 -2.52 -1.51
C -0.14 -1.23 5.70
O 0.22 -0.98 4.56
N -0.59 -2.44 6.07
N -0.11 -0.32 6.69
H -0.89 -2.65 7.01
H -0.63 -3.16 5.36
H 0.23 0.60 6.46
H -0.41 -0.52 7.63
C -2.42 2.67 6.65
O -1.80 2.29 7.63
N -2.52 1.94 5.52
N -3.07 3.84 6.60
H -3.03 2.25 4.71
H -2.05 1.05 5.50
H -3.03 4.43 7.43
H -3.59 4.16 5.80
C 0.84 6.00 -6.50
O 0.67 4.92 -7.04
N 1.00 6.14 -5.17
N 0.88 7.17 -7.18
H 1.14 7.02 -4.72
H 0.98 5.29 -4.62
H 0.76 7.12 -8.18
H 1.02 8.06 -6.74
C 7.69 -5.70 -2.67
O 7.42 -4.52 -2.53
N 8.60 -6.34 -1.91
N 7.11 -6.48 -3.60
H 8.83 -7.31 -2.02
H 9.07 -5.80 -1.20
H 6.42 -6.05 -4.20
H 7.32 -7.46 -3.72
C -4.99 6.73 5.81
O -4.07 6.13 5.28
N -5.21 8.04 5.65
N -5.89 6.11 6.61
H -5.97 8.54 6.08
H -4.56 8.55 5.05
H -5.77 5.12 6.76
H -6.66 6.59 7.05
C -3.72 -5.56 1.68
O -3.39 -4.39 1.71
N -4.77 -6.04 2.36
N -3.05 -6.49 0.97
H -5.05 -7.01 2.35
H -5.30 -5.38 2.92
H -2.25 -6.18 0.44
H -3.32 -7.46 0.94
C -4.79 -5.50 -4.08
O -4.17 -5.88 -3.10
N -4.89 -6.22 -5.21
N -5.44 -4.32 -4.12
H -5.40 -5.92 -6.02
H -4.41 -7.12 -5.23
H -5.40 -3.74 -3.30
H -5.96 -4.00 -4.92
*
```

Output
- E_HOMO (eV) = -7.196
- electronic energy (a.u.) = -3825.0633

=====

Entry from OMol25: the molecule C2H4NP at a distorted geometry (ωB97M-V/def2-TZVPD).

Geometry as ORCA input:
```
! wB97M-V def2-TZVPD RIJCOSX def2/J DEFGRID3
* xyz 0 1
P -0.32 1.35 -0.47
N 0.03 -0.24 0.56
C -0.63 -1.47 0.20
C 0.58 -1.45 -0.25
H 1.20 1.61 -0.47
H -0.59 2.20 0.76
H -1.46 -2.03 0.02
H 1.64 -1.61 -0.49
*
```

Output
- E_HOMO (eV) = -7.783
- relative energy (zero: lowest compared OMol25 entry of this formula, charge and spin) (kJ/mol) = 391.8
- SMILES = PN1C=C1
- electronic energy (a.u.) = -474.5245